Formula: C4H13KN6O6
Source: OMol25
Level of theory: ωB97M-V with the def2-TZVPD basis set

Highest occupied orbital energy (spin up / spin down)   -12.8232 / -12.8222 eV
E_LUMO (spin up / spin down)   -2.3 / -6.6 eV
⟨S²⟩   0.759
Orbital gap (spin up / spin down)   10.566 / 6.178 eV

The geometry in ORCA input format:
```
! RIJCOSX wB97M-V def2-TZVPD def2/J DEFGRID3
* xyz 1 2
K 0.18239 0.34268 1.14655
O -2.00338 -0.49960 5.38475
C -1.36312 -0.63302 4.22048
O -0.46873 0.21887 3.91817
O -1.71648 -1.49101 3.45031
H -1.59958 0.32680 5.65971
C -0.06206 -3.16712 -0.60896
O 0.22899 -2.24480 0.17891
N -0.44006 -4.31622 -0.18117
N -0.11239 -2.99334 -1.93518
H -0.70934 -4.58282 0.75506
H -0.55244 -5.06982 -0.84416
H -0.10578 -3.80708 -2.53342
H 0.15853 -2.06761 -2.23471
C 2.22958 3.36287 0.99442
O 1.67388 2.35851 1.44030
N 3.54070 3.54095 1.03676
N 1.63565 4.38587 0.52471
H 3.97313 4.36435 0.64291
H 3.87212 3.01859 1.83513
H 2.19364 5.01585 -0.03375
H 0.67455 4.40557 0.21487
C -1.39130 0.10570 -2.38948
O -1.40606 0.70880 -1.36104
N -0.29432 -0.16496 -3.01336
N -2.44433 -0.05638 -3.15788
H -0.37808 -0.76251 -3.82331
H 0.61478 0.09071 -2.65521
H -2.65461 -0.61274 -3.97417
H -3.27593 0.22290 -2.65732
*
```

Atom charges from the Mulliken analysis, given in e for atoms 1 to 8: atom 1 (K): 1.011, atom 2 (O): -0.405, atom 3 (C): 0.845, atom 4 (O): -0.466, atom 5 (O): -0.287, atom 6 (H): 0.325, atom 7 (C): 0.549, atom 8 (O): -0.626

Formula: C4H6N2
Source: OMol25
Level of theory: ωB97M-V with the def2-TZVPD basis set

Highest occupied orbital energy (spin up / spin down)   -8.2988 / -8.1453 eV
E_LUMO (spin up / spin down)   -0.5 / -0.3 eV
Orbital gap (spin up / spin down)   7.756 / 7.851 eV
Energy above the lowest of the compared OMol25 structures with the same formula, charge and spin   693.7 kJ/mol

The geometry in ORCA input format:
```
! RIJCOSX wB97M-V def2-TZVPD def2/J DEFGRID3
* xyz 0 1
C -0.52341 -0.42759 -0.37914
C -0.10106 -1.58601 -0.92211
C 0.49624 0.52289 0.22953
C -1.75333 0.14944 -0.58821
N 0.34652 1.24003 2.27280
N -0.23974 1.25039 1.17700
H -0.75411 -2.20747 -1.44099
H 0.82152 -1.97182 -0.96270
H 1.48795 0.00275 0.42509
H 0.80922 1.08734 -0.58837
H -1.78806 0.95410 -1.34204
H -0.09187 1.68223 3.01023
*
```

Atom charges from the Mulliken analysis, given in e for atoms 1 to 8: atom 1 (C): 0.785, atom 2 (C): -1.162, atom 3 (C): -0.312, atom 4 (C): -0.556, atom 5 (N): -0.624, atom 6 (N): 0.122, atom 7 (H): 0.315, atom 8 (H): 0.355

Formula: C3H8NO
Source: OMol25
Level of theory: ωB97M-V with the def2-TZVPD basis set

Highest occupied orbital energy   -15.8860 eV
E_LUMO   -5.5 eV
Orbital gap   10.403 eV
Energy above the lowest of the compared OMol25 structures with the same formula, charge and spin   369.7 kJ/mol

The geometry in ORCA input format:
```
! RIJCOSX wB97M-V def2-TZVPD def2/J DEFGRID3
* xyz 1 1
C -1.32003 0.32610 -0.03741
C 0.45550 -0.63622 -1.33526
C 0.87805 0.18140 1.01653
N -0.12256 -0.07662 -0.02795
O -1.87755 1.04721 1.63756
H -2.29557 0.09248 -0.45495
H -0.20890 -0.83380 -2.12865
H 1.09390 -1.55460 -1.25669
H 1.19661 0.16845 -1.53753
H 1.49585 1.00148 0.64061
H 1.45387 -0.70109 1.38690
H 0.38063 0.56572 1.94209
H -2.62343 1.63109 1.65526
*
```

Atom charges from the Mulliken analysis, given in e for atoms 1 to 8: atom 1 (C): 0.386, atom 2 (C): -0.752, atom 3 (C): -0.848, atom 4 (N): 0.040, atom 5 (O): -0.562, atom 6 (H): 0.377, atom 7 (H): 0.358, atom 8 (H): 0.299

Formula: C6H6N4
Source: OMol25
Level of theory: ωB97M-V with the def2-TZVPD basis set

Highest occupied orbital energy   -8.8826 eV
E_LUMO   0.6 eV
Orbital gap   9.528 eV
Energy above the lowest of the compared OMol25 structures with the same formula, charge and spin   141.0 kJ/mol

The geometry in ORCA input format:
```
! RIJCOSX wB97M-V def2-TZVPD def2/J DEFGRID3
* xyz 0 1
N 0.04549 0.30118 2.45206
C 0.37633 0.63863 1.12441
N 0.94594 1.81661 0.77135
C 1.41048 1.87026 -0.56374
N 1.23816 1.01155 -1.48960
C 0.23305 0.06762 -1.16328
C -0.39511 -0.89973 -1.84228
C -1.20810 -1.67804 -1.06892
N -0.98753 -1.22372 0.24827
C -0.11477 -0.14145 0.08704
H 0.74201 0.59443 3.21926
H -0.14268 -0.72501 2.66401
H 2.12563 2.73807 -0.78561
H -0.58615 -0.69613 -2.96434
H -1.83591 -2.42040 -1.51980
H -1.84683 -1.25387 0.83116
*
```

Atom charges from the Mulliken analysis, given in e for atoms 1 to 8: atom 1 (N): -0.564, atom 2 (C): 0.149, atom 3 (N): -0.630, atom 4 (C): -0.021, atom 5 (N): -0.593, atom 6 (C): 0.688, atom 7 (C): -0.537, atom 8 (C): -0.434

Formula: C34H49Cl22F9N2
Source: OMol25
Level of theory: ωB97M-V with the def2-TZVPD basis set

Highest occupied orbital energy   -8.7142 eV
E_LUMO   -0.8 eV
Orbital gap   7.877 eV
Energy above the lowest of the compared OMol25 structures with the same formula, charge and spin   270.0 kJ/mol

The geometry in ORCA input format:
```
! RIJCOSX wB97M-V def2-TZVPD def2/J DEFGRID3
* xyz 0 1
F -5.08518 -0.41391 -1.86355
C -4.38327 -1.12946 -0.91635
F -4.27472 -0.46557 0.27245
F -5.17810 -2.24675 -0.65635
C -3.00049 -1.69253 -1.47360
F -2.88876 -2.99441 -0.95971
F -3.03554 -1.85833 -2.85058
C -1.70942 -0.92457 -0.97650
F -1.51500 -1.14538 0.37329
F -0.62452 -1.55652 -1.61260
C -1.62833 0.61450 -1.38878
F -2.64056 1.01854 -2.24336
F -0.42343 0.82049 -2.08358
C -1.54205 1.50590 -0.08345
C -2.76013 2.26574 0.32563
N -2.85135 3.04556 1.44183
C -1.65168 3.02961 2.14823
C -1.59329 3.83675 3.42218
C -0.40919 3.91830 4.27309
C 0.83020 3.18678 3.82242
C 0.80684 2.41588 2.56844
C -0.43368 2.30226 1.71680
N -0.35444 1.51777 0.57592
H -3.67707 2.16780 -0.31771
H -2.50177 4.40602 3.76741
H -0.42280 4.52520 5.23900
H 1.74976 3.23714 4.46292
H 1.75649 1.89918 2.26617
Cl -1.40131 6.79310 5.52990
C -2.60183 8.10033 5.36692
C -4.01372 7.56979 5.25391
Cl -4.29010 6.71197 3.71804
H -2.32916 8.70187 4.50000
H -2.51105 8.72509 6.25646
H -4.72255 8.39822 5.28637
H -4.25035 6.88714 6.07005
Cl -4.75432 -0.78906 -7.06505
C -4.72557 -2.33698 -6.18457
C -3.86245 -3.37087 -6.87306
Cl -4.56427 -3.91437 -8.41676
H -5.75361 -2.68235 -6.07541
H -4.32961 -2.12712 -5.18994
H -3.76826 -4.25388 -6.23934
H -2.86201 -2.98684 -7.07266
Cl 0.93537 -5.06028 1.43706
C -0.46764 -5.29988 0.36549
C -1.70021 -5.73223 1.12759
Cl -1.53934 -7.37873 1.79031
H -0.19105 -6.02973 -0.39546
H -0.65470 -4.34580 -0.12935
H -2.56338 -5.74281 0.46062
H -1.91802 -5.05499 1.95338
Cl 2.86777 0.66038 -4.16072
C 1.64581 -0.63523 -4.05064
C 1.84570 -1.70010 -5.10446
Cl 1.50113 -1.09567 -6.74558
H 0.66075 -0.17541 -4.12606
H 1.74009 -1.07561 -3.05648
H 1.16291 -2.53142 -4.92293
H 2.86523 -2.08867 -5.09206
Cl -2.11799 4.29237 -5.93800
C -0.44289 3.84105 -5.52862
C -0.30581 3.39488 -4.09070
Cl -0.54727 4.73708 -2.94175
H 0.19925 4.69468 -5.74538
H -0.16300 3.02548 -6.19702
H 0.69909 3.00718 -3.91912
H -1.01958 2.60871 -3.84652
Cl 4.87511 -2.99914 -4.00762
C 5.37402 -1.66751 -2.93174
C 5.71375 -2.15403 -1.54088
Cl 4.27633 -2.73268 -0.66222
H 4.57227 -0.93037 -2.91293
H 6.25033 -1.20483 -3.38787
H 6.13478 -1.33472 -0.95639
H 6.44335 -2.96346 -1.56711
Cl -8.65285 -4.52278 3.37561
C -7.44964 -3.33446 2.81541
C -6.67364 -3.82847 1.61501
Cl -5.59013 -5.18238 2.02056
H -6.78918 -3.10308 3.65103
H -7.99817 -2.42864 2.55372
H -6.04417 -3.02982 1.22744
H -7.33929 -4.15497 0.81596
Cl 1.65338 -7.20464 5.37043
C 0.17753 -8.07670 4.88226
C -0.78904 -8.25272 6.03160
Cl -0.16975 -9.37570 7.26881
H 0.47672 -9.03609 4.46004
H -0.28988 -7.48834 4.09178
H -1.72645 -8.67215 5.66382
H -1.00889 -7.30220 6.51749
Cl 3.45289 3.42326 0.78727
C 4.24982 2.95332 -0.73439
C 4.10194 4.00790 -1.80684
Cl 2.41731 4.15758 -2.37293
H 3.83001 1.99833 -1.05316
H 5.30524 2.80185 -0.50545
H 4.70649 3.74079 -2.67328
H 4.42805 4.98742 -1.45433
Cl 3.51109 1.28311 3.53560
C 3.40946 0.40257 5.08280
C 2.54502 -0.83529 4.98179
Cl 0.82543 -0.43882 4.74679
H 3.03472 1.09228 5.83951
H 4.42813 0.12137 5.35327
H 2.61446 -1.40994 5.90639
H 2.86003 -1.47618 4.15823
Cl 6.97617 3.38307 -2.70375
C 7.80373 4.87780 -2.19684
C 8.95922 4.60018 -1.26240
Cl 8.41077 4.00115 0.32248
H 7.06444 5.53356 -1.73608
H 8.16753 5.36087 -3.10446
H 9.51502 5.52064 -1.07939
H 9.64589 3.86583 -1.68320
*
```

Atom charges from the Mulliken analysis, given in e for atoms 1 to 8: atom 1 (F): -0.237, atom 2 (C): 0.691, atom 3 (F): -0.222, atom 4 (F): -0.259, atom 5 (C): 0.493, atom 6 (F): -0.285, atom 7 (F): -0.261, atom 8 (C): 0.500

Formula: C34H81INO10S
Source: OMol25
Level of theory: ωB97M-V with the def2-TZVPD basis set

Highest occupied orbital energy   -11.1252 eV
E_LUMO   -4.1 eV
Orbital gap   7.030 eV

The geometry in ORCA input format:
```
! RIJCOSX wB97M-V def2-TZVPD def2/J DEFGRID3
* xyz 1 1
C 1.15296 -3.43024 0.23160
C 0.54545 -4.93007 0.17349
S -1.04366 -5.03198 -0.83082
C -2.22741 -3.97702 0.13134
C -3.16307 -3.04500 -0.76859
C -3.34189 -3.14573 -2.30405
C -4.30854 -2.08945 -2.97041
I -4.73220 -2.02597 -5.08949
C -5.00685 -1.00434 -2.07164
N -4.82174 -0.96993 -0.63603
C -5.47493 0.06232 0.26915
C -4.46507 1.30124 0.46819
C -3.45831 1.14982 1.71156
C -2.04737 0.47087 1.35711
C -0.82073 0.99327 2.29549
C 0.49247 0.18058 1.74966
C 1.44172 1.25314 1.02086
O 0.81299 1.55520 -0.27877
C 1.86899 1.30385 -1.28316
C -3.96270 -1.93376 -0.00832
H 2.30363 -3.53489 0.23880
H 0.89942 -2.79776 -0.68447
H 0.88044 -2.87946 1.19836
H 1.33472 -5.59542 -0.34126
H 0.38532 -5.24826 1.26882
H -1.57995 -3.25975 0.77216
H -2.83536 -4.59560 0.89727
H -2.78517 -3.93222 -2.90917
H -5.69534 -0.19900 -2.52535
H -5.75290 -0.48432 1.23158
H -6.44866 0.37059 -0.27521
H -5.11690 2.23029 0.69201
H -3.92936 1.44029 -0.54769
H -3.23255 2.21222 2.10222
H -3.97676 0.59891 2.58996
H -1.77757 0.61845 0.23943
H -2.05764 -0.67858 1.51444
H -0.68343 2.12392 2.25897
H -1.01223 0.59108 3.36403
H 0.15051 -0.55579 0.92218
H 0.99667 -0.42874 2.57224
H 2.51654 0.87760 0.90785
H 1.40020 2.21476 1.65915
H 2.27683 0.24204 -1.16665
H 2.66666 2.10288 -1.10008
H 1.36364 1.40066 -2.30477
H -3.84606 -1.86854 1.13664
C 4.05371 1.25627 -5.43987
C 4.26242 0.02896 -4.57686
O 3.00664 -0.53624 -4.21831
H 3.45574 2.00182 -4.90845
H 5.00986 1.70528 -5.71930
H 3.50604 0.99835 -6.35109
H 4.78991 0.29250 -3.65754
H 4.85007 -0.72677 -5.10743
H 2.54971 -0.77478 -5.03687
C -1.52968 4.49726 -0.11664
C -2.29409 3.93972 -1.30045
O -3.69143 3.93178 -1.02413
H -1.72079 3.89984 0.77927
H -0.45522 4.50316 -0.31375
H -1.85243 5.51879 0.10606
H -1.98398 2.91230 -1.50551
H -2.11645 4.53974 -2.19835
H -3.96083 4.84421 -0.85253
C -0.22783 2.30735 -6.22189
C 0.31138 1.56176 -7.42663
O 0.72344 0.25278 -7.05017
H 0.53398 2.37534 -5.44055
H -0.54279 3.31694 -6.49637
H -1.08219 1.77752 -5.78943
H 1.17687 2.08191 -7.84200
H -0.45004 1.47963 -8.20851
H -0.04881 -0.20460 -6.69207
C 1.64418 7.11171 -0.46452
C 2.18167 6.36558 -1.66976
O 2.59460 5.05692 -1.29396
H 2.40693 7.18019 0.31543
H 1.32866 8.12118 -0.73894
H 0.79075 6.58215 -0.03050
H 3.04637 6.88575 -2.08664
H 1.41863 6.28311 -2.45066
H 1.82245 4.59918 -0.93431
C 3.56986 -4.20046 3.82663
C 4.38930 -3.75737 2.63216
O 3.65651 -2.80877 1.86247
H 2.62530 -4.64567 3.50035
H 4.11700 -4.93266 4.42473
H 3.31732 -3.34542 4.46053
H 4.62072 -4.60985 1.99052
H 5.33029 -3.30001 2.95027
H 3.46415 -2.05454 2.43672
C 7.41371 -7.89136 2.40077
C 7.03637 -6.44188 2.16789
O 6.69317 -5.81889 3.40067
H 6.58558 -8.43337 2.86484
H 7.67415 -8.38297 1.46048
H 8.26522 -7.96451 3.08353
H 6.17251 -6.37400 1.50307
H 7.86565 -5.89030 1.71389
H 7.46474 -5.87485 3.97999
C -9.03114 -0.18107 -3.83900
C -9.04487 -1.40552 -2.94523
O -8.02044 -2.31162 -3.33764
H -9.17804 -0.46722 -4.88349
H -9.81733 0.52100 -3.55177
H -8.06458 0.33009 -3.78118
H -10.00225 -1.92428 -3.02237
H -8.88637 -1.12698 -1.89783
H -7.17526 -1.84821 -3.25818
C -3.62674 4.84574 5.47827
C -3.07019 4.10101 4.28130
O -2.65649 2.79402 4.66377
H -2.87481 4.91814 6.26808
H -3.94289 5.85349 5.19878
H -4.48347 4.31296 5.90128
H -2.20190 4.62466 3.87522
H -3.82302 4.01474 3.49013
H -3.43111 2.33385 5.01375
C 6.38458 -0.47909 6.24104
C 5.63376 -1.04493 5.05228
O 4.23727 -1.07819 5.32734
H 6.20201 -1.08397 7.13298
H 7.45937 -0.45204 6.04708
H 6.04240 0.53497 6.46782
H 5.96243 -2.06505 4.84269
H 5.80171 -0.43738 4.15712
H 3.95363 -0.17097 5.50281
*
```

Atom charges from the Mulliken analysis, given in e for atoms 1 to 8: atom 1 (C): -0.687, atom 2 (C): -0.457, atom 3 (S): -0.173, atom 4 (C): -0.183, atom 5 (C): 0.370, atom 6 (C): -0.374, atom 7 (C): -0.710, atom 8 (I): 0.195

Copy entry 1 word for word.
Formula: C4H13KN6O6
Source: OMol25
Level of theory: ωB97M-V with the def2-TZVPD basis set

Highest occupied orbital energy (spin up / spin down)   -12.8232 / -12.8222 eV
E_LUMO (spin up / spin down)   -2.3 / -6.6 eV
⟨S²⟩   0.759
Orbital gap (spin up / spin down)   10.566 / 6.178 eV

The geometry in ORCA input format:
```
! RIJCOSX wB97M-V def2-TZVPD def2/J DEFGRID3
* xyz 1 2
K 0.18239 0.34268 1.14655
O -2.00338 -0.49960 5.38475
C -1.36312 -0.63302 4.22048
O -0.46873 0.21887 3.91817
O -1.71648 -1.49101 3.45031
H -1.59958 0.32680 5.65971
C -0.06206 -3.16712 -0.60896
O 0.22899 -2.24480 0.17891
N -0.44006 -4.31622 -0.18117
N -0.11239 -2.99334 -1.93518
H -0.70934 -4.58282 0.75506
H -0.55244 -5.06982 -0.84416
H -0.10578 -3.80708 -2.53342
H 0.15853 -2.06761 -2.23471
C 2.22958 3.36287 0.99442
O 1.67388 2.35851 1.44030
N 3.54070 3.54095 1.03676
N 1.63565 4.38587 0.52471
H 3.97313 4.36435 0.64291
H 3.87212 3.01859 1.83513
H 2.19364 5.01585 -0.03375
H 0.67455 4.40557 0.21487
C -1.39130 0.10570 -2.38948
O -1.40606 0.70880 -1.36104
N -0.29432 -0.16496 -3.01336
N -2.44433 -0.05638 -3.15788
H -0.37808 -0.76251 -3.82331
H 0.61478 0.09071 -2.65521
H -2.65461 -0.61274 -3.97417
H -3.27593 0.22290 -2.65732
*
```

Atom charges from the Mulliken analysis, given in e for atoms 1 to 8: atom 1 (K): 1.011, atom 2 (O): -0.405, atom 3 (C): 0.845, atom 4 (O): -0.466, atom 5 (O): -0.287, atom 6 (H): 0.325, atom 7 (C): 0.549, atom 8 (O): -0.626